1:
The following is a DFT calculation (wB97M-V/def2-TZVPD) of C5H12O3 as an isolated structure.

The LUMO energy is -0.173 eV. Its spin multiplicity is 1.

Atoms and positions in Å:
C  0.35225  -2.16102  1.33199
C  -0.01570  -1.50249  -0.03401
C  0.84416  -0.49747  -0.57831
O  1.77718  0.11681  0.31672
C  0.76437  -0.09986  -1.92323
C  -0.44672  0.56742  -2.28569
H  0.29010  -3.26677  0.97728
H  -0.44472  -2.19433  2.04334
H  1.39329  -2.04111  1.76891
H  -0.42713  -2.25649  -0.77167
H  2.14500  0.78478  -0.28389
H  -0.17583  -0.65454  -2.49485
H  -1.01741  0.93563  -1.42476
H  -0.44191  1.26037  -3.10091
H  -1.20416  0.07213  1.12643
H  -1.79411  0.98815  2.40904
O  -1.43297  0.96444  1.50804
H  -0.22067  2.18994  0.56843
H  -0.12423  3.78188  0.65606
O  0.17921  3.01255  0.19110

Partial charges, Mulliken, in e: C -0.884; C -0.698; C 0.973; O -0.453; C -0.762; C -0.232; H 0.280; H 0.304; H 0.246; H 0.230; H 0.393; H 0.193; H 0.125; H 0.307; H 0.357; H 0.278; O -0.706; H 0.386; H 0.277; O -0.616



2:
The following is a DFT calculation (wB97M-V/def2-TZVPD) of a 3-piece molecular cluster, C5H12O3 overall.

The LUMO energy is 0.465 eV. Its spin multiplicity is 1. Its SMILES is C=C/C(O)=C/C.O.O.

Atoms and positions in Å:
C  2.70077  -2.60045  -0.51929
C  1.20506  -2.48545  -0.49178
C  0.54964  -1.51476  0.12379
O  1.22565  -0.52569  0.84308
C  -0.90506  -1.24776  -0.05510
C  -1.41193  -0.03377  -0.19002
H  3.14151  -1.89518  0.18576
H  3.12057  -3.58384  -0.30437
H  3.04695  -2.31371  -1.51643
H  0.69055  -3.16020  -1.16614
H  1.10365  -0.73018  1.77893
H  -1.51660  -2.13646  -0.00778
H  -0.80568  0.83488  -0.41625
H  -2.47503  0.17102  -0.18055
H  -1.54259  4.36916  -3.78834
H  -0.31355  3.46788  -4.07197
O  -0.57849  4.36521  -3.85407
H  -1.81813  3.03509  5.05207
H  -2.73200  2.72675  3.88833
O  -2.68531  3.25743  4.69014

Partial charges, natural (NBO), in e: C -0.648; C -0.211; C 0.231; O -0.712; C -0.239; C -0.373; H 0.227; H 0.215; H 0.219; H 0.204; H 0.479; H 0.208; H 0.204; H 0.196; H 0.470; H 0.470; O -0.940; H 0.467; H 0.467; O -0.933



3:
The following is a DFT calculation (wB97M-V/def2-TZVPD) of a 3-piece molecular cluster, C5H12O3 overall.

The LUMO energy is 0.556 eV. Its spin multiplicity is 1. Its SMILES is C=C/C(O)=C/C.O.O.

Atoms and positions in Å:
C  -0.96893  -2.31111  -0.61858
C  -1.12268  -0.86743  -0.16383
C  -0.43844  0.11998  -0.72233
O  0.29720  0.02228  -1.88316
C  -0.73180  1.54693  -0.41697
C  0.01378  2.44733  0.19552
H  -1.38079  -2.99288  0.11717
H  -1.44057  -2.57786  -1.56738
H  0.11105  -2.48214  -0.61877
H  -1.70757  -0.74997  0.73617
H  0.18063  -0.85573  -2.26604
H  -1.63459  1.94536  -0.88272
H  0.90233  2.17297  0.75234
H  -0.10534  3.52403  0.19262
H  0.25340  -0.54276  3.57001
H  0.79464  -0.40093  2.19362
O  -0.02921  -0.63239  2.64758
H  2.78133  0.26783  -0.21511
H  1.97954  1.30843  -0.97179
O  2.24603  1.05806  -0.07833

Partial charges, natural (NBO), in e: C -0.666; C -0.278; C 0.263; O -0.706; C -0.239; C -0.360; H 0.228; H 0.208; H 0.207; H 0.235; H 0.484; H 0.202; H 0.218; H 0.193; H 0.464; H 0.473; O -0.935; H 0.470; H 0.490; O -0.953



4:
The following is a DFT calculation (wB97M-V/def2-TZVPD) of C5H12O3 as an isolated structure.

The LUMO energy is 0.719 eV. Its spin multiplicity is 1.

Atoms and positions in Å:
C  0.29536  -0.64404  -0.05928
C  -0.14856  0.54504  0.53030
C  0.61579  -1.85640  0.76091
C  1.86045  0.59520  0.20877
C  -0.58307  1.79382  -0.16748
O  -2.19098  -0.47446  0.26023
O  -2.31511  -0.18859  -1.20534
O  0.13347  -0.86646  -1.35848
H  -3.01660  -0.80343  -1.45233
H  -0.82268  -0.57546  -1.56875
H  -0.20536  0.53711  1.61012
H  0.94668  -1.60404  1.76764
H  1.37510  -2.45738  0.26028
H  -0.30901  -2.43159  0.81911
H  2.00344  1.26034  1.05596
H  1.93553  1.10299  -0.74510
H  2.53812  -0.24949  0.27910
H  -1.64680  1.92631  0.01607
H  -0.42602  1.73664  -1.24217
H  -0.03977  2.65389  0.23045

Partial charges, natural (NBO), in e: C 0.505; C 0.035; C -0.675; C -0.617; C -0.672; O -0.620; O -0.594; O -0.721; H 0.477; H 0.525; H 0.234; H 0.216; H 0.229; H 0.269; H 0.225; H 0.223; H 0.228; H 0.283; H 0.230; H 0.217



Of them, 4 has the lowest stability.



1:
The following is a DFT calculation (wB97M-V/def2-TZVPD) of CH3Cl2P as an isolated structure.

The LUMO energy is -1.643 eV. Its spin multiplicity is 1.

Atoms and positions in Å:
C  -0.89032  0.00628  -0.13055
P  0.82377  -0.37572  -0.88217
Cl  2.11226  1.70859  0.21641
Cl  1.44901  -1.74499  0.39222
H  -1.65000  -0.75905  -0.17320
H  -0.97757  1.13905  -0.47556
H  -0.86716  0.02584  1.05285

Partial charges, natural (NBO), in e: C -1.032; P 0.961; Cl -0.494; Cl -0.236; H 0.264; H 0.273; H 0.263



2:
The following is a DFT calculation (wB97M-V/def2-TZVPD) of a 2-piece molecular cluster, CH3Cl2P overall.

The LUMO energy (spin up / spin down) is -0.747 / -0.274 eV. Its spin multiplicity is 1.

Atoms and positions in Å:
C  -0.84031  -0.92340  0.33437
P  0.72430  1.50345  0.40338
Cl  -0.62628  -0.99221  -1.38869
Cl  0.95642  1.82141  -1.48693
H  -1.67824  -0.30956  0.61105
H  -0.33933  -1.70052  0.95635
H  1.80344  0.60083  0.57048

Partial charges, natural (NBO), in e: C -0.447; P 0.339; Cl -0.006; Cl -0.247; H 0.206; H 0.216; H -0.061



Of them, 2 has the lowest stability.



1:
The following is a DFT calculation (wB97M-V/def2-TZVPD) of an isolated ion of composition C3H7O2 and charge -1.

The charge is -1. The LUMO energy is 4.003 eV. Its spin multiplicity is 1. Its SMILES is [O-]CCCO.

Atoms and positions in Å:
C  -0.93287  -1.09187  -0.52335
O  -1.35194  -0.14732  -1.38733
C  0.53397  -0.68685  -0.11440
C  0.33444  0.38607  1.02520
O  1.31630  1.44170  0.74581
H  -0.99800  -2.11922  -0.95141
H  -1.54646  -1.07096  0.51720
H  1.00416  -1.48859  0.41621
H  0.93989  -0.17910  -1.00405
H  0.35292  -0.13969  2.01101
H  -0.73265  0.82280  0.88449
H  0.91194  2.26750  1.04400

Partial charges, natural (NBO), in e: C 0.004; O -0.965; C -0.480; C -0.081; O -0.751; H 0.087; H 0.025; H 0.161; H 0.231; H 0.137; H 0.180; H 0.452



2:
The following is a DFT calculation (wB97M-V/def2-TZVPD) of an isolated ion of composition C3H7O2 and charge -1.

The charge is -1. The LUMO energy is 4.311 eV. Its spin multiplicity is 1. Its SMILES is [O-]CCCO.

Atoms and positions in Å:
C  -0.72380  1.09049  0.51533
O  -1.00069  0.56405  1.69015
C  -0.45546  0.20500  -0.73111
C  1.06357  -0.20850  -0.78971
O  1.08380  -1.63754  -0.54263
H  0.18193  1.83466  0.47719
H  -1.53448  1.79641  0.12151
H  -1.14352  -0.58874  -0.40968
H  -0.68126  0.51090  -1.74878
H  1.71679  0.33480  -0.09372
H  1.42076  -0.13212  -1.82109
H  0.38284  -1.81704  0.08800

Partial charges, natural (NBO), in e: C 0.021; O -0.925; C -0.493; C -0.059; O -0.767; H 0.026; H 0.039; H 0.202; H 0.178; H 0.163; H 0.143; H 0.473



3:
The following is a DFT calculation (wB97M-V/def2-TZVPD) of a 2-piece molecular cluster, C3H7O2 overall.

The charge is -1. The LUMO energy is 4.107 eV. Its spin multiplicity is 1.

Atoms and positions in Å:
C  0.34497  -1.81168  -1.28429
O  0.96889  -1.22136  -0.18674
H  0.28649  -2.88473  -1.08539
H  -0.68120  -1.47197  -1.42797
H  0.96450  -1.66101  -2.17070
O  -2.05174  1.19717  1.64541
C  -0.82620  1.22403  1.44933
C  -0.03606  1.71812  0.38407
H  -0.14552  0.71154  2.19382
H  0.65174  -0.27947  -0.04148
H  1.00501  1.89826  0.65406
H  -0.48090  2.58109  -0.13013

Partial charges, natural (NBO), in e: C -0.235; O -0.792; H 0.148; H 0.168; H 0.139; O -0.746; C 0.312; C -0.880; H 0.039; H 0.509; H 0.169; H 0.169



4:
The following is a DFT calculation (wB97M-V/def2-TZVPD) of a 3-piece molecular cluster, C3H7O2 overall.

The charge is -1. The LUMO energy is 4.240 eV. Its spin multiplicity is 1.

Atoms and positions in Å:
C  -1.01497  1.04580  0.51879
O  -1.93469  1.43510  1.24957
H  -0.05228  1.55234  0.23247
H  -0.99253  -0.04826  0.19124
H  2.45141  1.32677  3.09003
C  0.27881  -0.67060  -1.95090
C  1.10151  -0.77575  -0.80556
O  0.87980  -1.32504  0.36138
H  0.75558  -0.33115  -2.92514
H  -0.68503  -1.16163  -1.92927
H  2.20026  -0.44275  -1.01680
H  2.56965  0.62749  2.89584

Partial charges, natural (NBO), in e: C 0.270; O -0.591; H 0.114; H 0.161; H -0.028; C -0.783; C 0.225; O -0.810; H 0.175; H 0.175; H 0.063; H 0.027



Of them, 4 has the lowest stability.



1:
The following is a DFT calculation (wB97M-V/def2-TZVPD) of a 2-piece molecular cluster, CH2ClNO2 overall.

The LUMO energy (spin up / spin down) is -1.723 / -1.787 eV. Its spin multiplicity is 1.

Atoms and positions in Å:
C  0.33209  0.40676  0.31637
N  -0.65995  -0.60329  -0.04390
O  -1.48145  -0.18088  -0.82460
O  -0.78472  -1.68323  0.50393
Cl  0.12743  1.98328  -0.10526
H  0.93040  0.22580  1.22176
H  1.53619  -0.14843  -1.06830

Partial charges, natural (NBO), in e: C -0.240; N 0.463; O -0.368; O -0.358; Cl 0.132; H 0.250; H 0.120



2:
The following is a DFT calculation (wB97M-V/def2-TZVPD) of an isolated molecule of CH2ClNO2.

The LUMO energy is 0.500 eV. Its spin multiplicity is 1. Its SMILES is NOC(=O)Cl.

Atoms and positions in Å:
C  -1.08922  -0.32047  -0.13083
N  1.30372  0.49410  0.21986
O  -0.65380  -1.38212  -0.36001
O  0.02919  0.96654  0.12362
Cl  -2.60271  0.31235  0.04872
H  1.67518  0.27554  -0.70229
H  1.33764  -0.34594  0.80094

Partial charges, natural (NBO), in e: C 0.636; N -0.487; O -0.496; O -0.425; Cl 0.103; H 0.332; H 0.336



Of them, 1 has the lowest stability.